No. 1
The following is a DFT calculation (ωB97M-V/def2-TZVPD) of C46H63N9O2PdTe as an isolated structure at a distorted geometry.

Results
HOMO (alpha / beta), Eh: -0.13685 / -0.14059
Spin multiplicity: 2
E_LUMO (alpha / beta), Eh: 0.0895 / 0.0893
Max |F|, eV/A: 1.91
Energy, eV: -77002.6358
Expectation value of S²: 0.753
Total charge: -1

Each line ends with the Löwdin charge.
Atoms and positions in Å:
Pd1 -0.182003 1.188357 1.112727  0.65
C1 -2.542150 2.561588 0.166406  -0.10
N1 -3.600387 1.618836 0.480228  -0.15
C2 -4.496449 1.508911 -0.651092  -0.08
C3 -3.361245 0.342022 1.160522  -0.49
N2 -2.330496 0.428876 2.127430  0.01
C4 -2.133604 -0.547906 3.070606  -0.21
C5 -3.148997 -1.276945 3.719609  -0.03
C6 -2.904773 -2.213789 4.702983  -0.12
C7 -1.609220 -2.516549 5.077767  -0.13
C8 -0.581846 -1.809386 4.485319  -0.07
C9 -0.808102 -0.809117 3.542293  -0.23
N3 0.298142 -0.230091 2.948170  0.10
C10 1.404256 0.051874 3.536966  -0.38
N4 1.579159 0.384109 4.891066  -0.16
C11 0.450134 0.839590 5.660910  -0.06
C12 2.556627 -0.355921 5.654714  -0.08
N5 2.588940 0.031724 2.829558  -0.15
C13 3.589674 1.054560 3.042655  -0.07
C14 2.521071 -0.489605 1.479787  -0.09
N6 -4.657488 -0.041921 1.741800  -0.23
C15 -5.436287 1.005035 2.342436  -0.09
C16 -5.429170 -1.148505 1.246208  -0.10
H1 -2.870336 3.561955 0.473250  0.08
H2 -2.333194 2.573910 -0.913124  0.07
H3 -1.604420 2.298332 0.707900  -0.01
H4 -4.007905 1.073454 -1.535969  0.08
H5 -4.839649 2.515514 -0.905771  0.09
H6 -5.355460 0.894751 -0.406582  0.06
H7 -4.170257 -1.082439 3.458512  0.08
H8 -3.739393 -2.715876 5.179051  0.09
H9 -1.395153 -3.275481 5.818323  0.08
H10 0.444599 -2.051944 4.729380  0.10
H11 -0.209911 1.410842 5.013824  0.07
H12 0.817150 1.490284 6.460965  0.09
H13 -0.128635 0.020406 6.109555  0.08
H14 3.270401 -0.818121 4.978681  0.08
H15 2.077784 -1.144021 6.251850  0.08
H16 3.089728 0.310998 6.339378  0.08
H17 3.357244 1.618043 3.942949  0.08
H18 3.612732 1.746463 2.196211  0.08
H19 4.582566 0.601371 3.140215  0.09
H20 2.378724 -1.571416 1.512702  0.10
H21 3.442405 -0.265014 0.947636  0.09
H22 1.660602 -0.055168 0.932522  -0.02
H23 -4.773443 1.804660 2.656074  0.08
H24 -5.949179 0.602118 3.223053  0.08
H25 -6.198592 1.423402 1.668098  0.08
H26 -4.759542 -1.947631 0.940421  0.09
H27 -6.082275 -0.891280 0.394602  0.07
H28 -6.068890 -1.514380 2.057858  0.08
O1 1.935501 2.488366 -0.027521  -0.14
H29 1.416183 3.206533 -0.401560  0.03
H30 1.243671 1.863824 0.367429  -0.08
C17 7.201213 -2.647922 -3.362484  -0.06
C18 5.768859 -2.239146 -3.162081  -0.29
C19 5.359098 -0.927147 -3.340486  -0.03
C20 4.046834 -0.540893 -3.106581  -0.31
C21 3.670183 0.899661 -3.275871  -0.08
C22 3.087790 -1.470065 -2.689789  -0.36
Te1 1.149961 -0.776240 -1.815135  1.56
N7 -0.903615 -0.106743 -0.522238  -0.11
C23 -1.940222 -0.790114 -0.523170  -0.47
O2 -3.098150 -0.708715 0.197115  0.01
C24 -2.109333 -1.963395 -1.447301  -0.18
C25 -3.015581 -1.922675 -2.497002  -0.02
C26 -3.182870 -3.029407 -3.311882  -0.09
C27 -2.445886 -4.179324 -3.085335  -0.11
C28 -1.529419 -4.215584 -2.047348  -0.10
C29 -1.353243 -3.110956 -1.233873  -0.08
C30 0.373840 0.003862 -3.652954  -0.36
C31 -0.020644 1.339487 -3.726796  -0.30
C32 0.106451 2.242369 -2.544676  -0.10
C33 -0.507231 1.855315 -4.920040  -0.02
C34 -0.600286 1.076877 -6.060257  -0.28
C35 -1.088861 1.648939 -7.360960  -0.06
C36 -0.221385 -0.253933 -5.969539  -0.02
C37 0.245800 -0.803492 -4.782959  -0.29
C38 0.606531 -2.255176 -4.748481  -0.06
C39 3.493618 -2.799239 -2.547162  -0.33
C40 2.545194 -3.888073 -2.126530  -0.09
C41 4.812799 -3.167642 -2.786916  -0.04
H31 7.843290 -1.773463 -3.446703  0.07
H32 7.308164 -3.239765 -4.272699  0.07
H33 7.547890 -3.254101 -2.525328  0.07
H34 6.088619 -0.182700 -3.639882  0.10
H35 4.540753 1.503145 -3.526716  0.07
H36 3.234745 1.270764 -2.346194  0.04
H37 2.924848 1.008069 -4.064245  0.08
H38 -3.603471 -1.029290 -2.658241  0.11
H39 -3.894508 -2.999388 -4.124447  0.09
H40 -2.596515 -5.051832 -3.705883  0.09
H41 -0.951631 -5.111856 -1.871785  0.10
H42 -0.663407 -3.143884 -0.401764  0.11
H43 -0.347608 1.772445 -1.668194  0.01
H44 -0.368403 3.205099 -2.735830  0.08
H45 1.163461 2.406001 -2.337044  0.05
H46 -0.797337 2.897778 -4.961846  0.11
H47 -1.295176 2.713064 -7.264983  0.07
H48 -2.002201 1.148200 -7.682724  0.08
H49 -0.340771 1.510494 -8.141686  0.07
H50 -0.294711 -0.880416 -6.849960  0.11
H51 0.306033 -2.751648 -5.669781  0.08
H52 0.110757 -2.741246 -3.908546  0.05
H53 1.680856 -2.374841 -4.616212  0.07
H54 1.528311 -3.508572 -2.052504  -0.01
H55 2.836167 -4.287208 -1.154533  0.08
H56 2.571273 -4.708206 -2.844828  0.08
H57 5.104478 -4.202272 -2.649827  0.11
N8 -1.881837 2.804778 3.387476  0.15
C42 -0.689291 3.408016 3.502341  -0.41
C43 -0.444029 4.370621 4.510298  -0.04
C44 0.780875 4.987450 4.572471  -0.09
C45 1.754893 4.642121 3.639761  -0.09
C46 1.428739 3.713309 2.672704  -0.16
N9 0.251168 3.107824 2.585794  0.08
H58 -2.550254 2.915842 4.131051  0.10
H59 -1.973519 1.926481 2.803107  0.04
H60 -1.232630 4.610412 5.210370  0.10
H61 0.982219 5.740209 5.323197  0.10
H62 2.732478 5.100387 3.650288  0.09
H63 2.146997 3.459344 1.905279  0.08

Atoms 1-6, force components in eV/Å:
Pd -1.5070 -1.1049 0.4129
C 0.0245 -0.0646 0.1521
N 0.4431 -0.1411 -0.1165
C 0.0371 0.0373 0.1104
C 0.1514 0.2474 0.6254
N 0.2579 0.7638 -0.4857



No. 2
The following is a DFT calculation (ωB97M-V/def2-TZVPD) of a 5-piece molecular cluster, C32H66NO6 overall.

Results
HOMO, Eh: -0.39774
E_LUMO, Eh: -0.1641
Max |F|, eV/A: 0.62
Energy, eV: -48022.4898
Total charge: +1

Each line ends with the Löwdin charge.
Atoms and positions in Å:
C1 6.607642 -1.447804 1.860375  -0.09
C2 7.641864 -0.546849 1.163229  -0.24
C3 7.932572 -0.957474 -0.279463  -0.20
C4 6.900717 -0.439980 -1.288261  -0.16
C5 6.785119 1.076441 -1.302296  -0.13
O1 5.684331 1.586878 -0.499633  0.01
C6 4.467250 1.227027 -0.873955  -0.46
O2 4.145912 0.760834 -1.931291  0.17
C7 3.450414 1.475040 0.213637  -0.03
C8 3.833092 1.644725 1.545644  0.05
C9 2.858205 1.836292 2.480424  0.01
N1 1.568945 1.873611 2.096216  0.16
C10 1.149036 1.727702 0.821412  -0.17
C11 -0.316765 1.790428 0.566347  -0.11
C12 -1.081031 0.613692 1.212002  -0.17
C13 -2.375944 0.298634 0.439863  -0.42
C14 -3.437741 -0.302236 1.375976  -0.05
C15 -2.064203 -0.683767 -0.690816  -0.06
C16 2.112041 1.509701 -0.142094  0.10
H1 6.883992 -1.614871 2.899585  0.07
H2 6.517953 -2.412494 1.364817  0.07
H3 5.611869 -0.998243 1.881446  0.05
H4 7.302830 0.490198 1.197101  0.09
H5 8.571329 -0.583000 1.729746  0.11
H6 7.923399 -2.046487 -0.346397  0.11
H7 8.929006 -0.635325 -0.586803  0.10
H8 7.203475 -0.751308 -2.288065  0.12
H9 5.938449 -0.918021 -1.102828  0.12
H10 7.672601 1.501631 -0.839408  0.12
H11 6.715899 1.483619 -2.307774  0.13
H12 4.876673 1.624399 1.816737  0.13
H13 3.070668 1.964736 3.529810  0.15
H14 0.861520 2.015324 2.806808  0.18
H15 -0.501809 1.854851 -0.502195  0.13
H16 -0.679385 2.726049 1.002120  0.14
H17 -0.448842 -0.275486 1.175312  0.12
H18 -1.324644 0.854257 2.246289  0.11
H19 -2.764483 1.227920 0.016985  0.13
H20 -2.986113 -0.712895 2.278904  0.08
H21 -4.183193 0.427478 1.687823  0.08
H22 -3.976656 -1.102797 0.873281  0.08
H23 -1.259229 -0.305397 -1.324743  0.08
H24 -2.944112 -0.888786 -1.292556  0.09
H25 -1.735713 -1.618757 -0.237024  0.07
H26 1.820911 1.358652 -1.171098  0.15
C17 -0.815305 -5.093586 -1.071292  -0.08
C18 -2.105566 -4.594164 -0.443474  -0.29
O3 -2.983981 -3.954625 -1.350509  -0.18
C19 -3.444747 -4.749813 -2.432523  -0.28
C20 -4.210521 -5.991147 -2.011158  -0.07
H27 -0.282466 -4.273692 -1.556109  0.08
H28 -0.171227 -5.523875 -0.303691  0.08
H29 -0.995197 -5.865214 -1.819879  0.07
H30 -1.877462 -3.836731 0.308585  0.10
H31 -2.616696 -5.409295 0.080056  0.11
H32 -2.612978 -5.017451 -3.093484  0.11
H33 -4.099811 -4.090321 -3.001502  0.12
H34 -3.588960 -6.688993 -1.449080  0.07
H35 -4.578527 -6.514711 -2.893490  0.08
H36 -5.063497 -5.721046 -1.387317  0.08
C21 -7.894475 -2.240664 0.088406  -0.07
C22 -7.814975 -2.552725 1.573728  -0.28
O4 -7.170052 -1.553324 2.340807  -0.17
C23 -7.769329 -0.266710 2.309200  -0.28
C24 -9.197802 -0.231358 2.822335  -0.07
H37 -6.896378 -2.074349 -0.320798  0.07
H38 -8.352996 -3.075667 -0.442317  0.08
H39 -8.493931 -1.351540 -0.111985  0.06
H40 -7.218546 -3.452505 1.727447  0.12
H41 -8.813486 -2.762913 1.972967  0.11
H42 -7.716384 0.158899 1.303244  0.09
H43 -7.140854 0.358265 2.945688  0.12
H44 -9.870792 -0.829882 2.207444  0.07
H45 -9.566012 0.794976 2.810581  0.06
H46 -9.249275 -0.610352 3.844155  0.08
C25 -8.226799 3.839175 -1.619866  -0.08
C26 -8.857517 2.661303 -0.897852  -0.28
O5 -8.404008 2.485307 0.433408  -0.18
C27 -8.639239 3.563010 1.322851  -0.28
C28 -10.105278 3.918163 1.498212  -0.07
H47 -7.140010 3.743906 -1.630591  0.08
H48 -8.582829 3.875803 -2.649526  0.08
H49 -8.477491 4.791125 -1.150505  0.07
H50 -8.592404 1.734157 -1.407108  0.12
H51 -9.949990 2.736550 -0.925840  0.11
H52 -8.065488 4.446033 1.018626  0.11
H53 -8.225758 3.231444 2.276422  0.11
H54 -10.557400 4.269106 0.570183  0.07
H55 -10.207859 4.713297 2.236958  0.08
H56 -10.671541 3.051175 1.841318  0.08
C29 12.466792 2.086740 -0.002101  -0.08
C30 12.604497 1.153237 -1.191890  -0.27
O6 11.370360 0.653976 -1.683556  -0.16
C31 10.446817 1.618794 -2.142428  -0.30
C32 10.941363 2.478874 -3.291777  -0.07
H57 11.940532 1.590647 0.814915  0.08
H58 13.454293 2.382869 0.351172  0.08
H59 11.920850 2.997363 -0.253161  0.07
H60 13.165685 0.266050 -0.900892  0.12
H61 13.170270 1.636410 -1.995412  0.11
H62 10.107776 2.249164 -1.309013  0.10
H63 9.582700 1.036692 -2.471776  0.10
H64 11.799002 3.088619 -3.007355  0.07
H65 10.150024 3.153721 -3.620040  0.08
H66 11.237023 1.853662 -4.134598  0.09

Atoms 1-6, force components in eV/Å:
C -0.0900 0.3394 0.0301
C 0.0366 -0.3067 0.0908
C -0.2597 0.0726 -0.1499
C 0.2089 -0.1883 0.0519
C 0.3823 0.0836 -0.1766
O -0.1012 -0.3615 0.3010



No. 3
The following is a DFT calculation (ωB97M-V/def2-TZVPD) of C8H19MnN2OP as an isolated structure at a distorted geometry.

Results
HOMO (alpha / beta), Eh: -0.15367 / -0.23214
Spin multiplicity: 6
E_LUMO (alpha / beta), Eh: 0.0178 / 0.0115
Max |F|, eV/A: 5.66
Energy, eV: -54234.8036
Expectation value of S²: 8.839
ΔE to the lowest compared entry with this formula, charge and spin, kJ/mol: 0.00

Each line ends with the Löwdin charge.
Atoms and positions in Å:
Mn1 0.137474 -0.219368 -0.265256  0.21
H1 0.229222 2.489985 0.986481  0.05
H2 -0.032137 2.730326 0.298417  0.03
P1 -1.450618 0.851580 -1.766945  0.54
C1 -0.565335 0.955788 -3.386033  -0.30
H3 -1.286709 1.192678 -4.179031  0.03
H4 0.230174 1.712936 -3.373439  0.04
H5 -0.100952 -0.013925 -3.606035  0.03
C2 -2.950966 -0.146408 -2.136184  -0.27
H6 -3.591320 -0.127358 -1.239611  0.04
H7 -3.490256 0.215243 -3.025198  0.04
H8 -2.607957 -1.179131 -2.296654  0.03
C3 -2.103652 2.579268 -1.622913  -0.29
H9 -1.283387 3.301446 -1.512220  0.02
H10 -2.687623 2.867610 -2.512303  0.03
H11 -2.751702 2.685975 -0.740210  0.03
C4 1.621157 0.604136 -1.011084  -0.24
O1 2.608971 0.741588 -1.637646  0.04
H12 -1.437315 0.472900 -0.011219  -0.08
H13 -0.609329 -0.836465 -1.529222  -0.09
C5 1.859477 -3.198627 3.715831  -0.02
N1 1.806158 -1.975315 2.930823  -0.15
C6 2.683644 -0.888206 3.030561  -0.04
C7 2.205174 0.056293 2.146036  -0.10
N2 1.005257 -0.410755 1.577051  -0.08
C8 0.804893 -1.640592 2.080136  -0.14
H14 2.796185 -3.766918 3.529436  0.10
H15 1.797003 -2.928631 4.786103  0.10
H16 0.979106 -3.790863 3.410305  0.10
H17 3.531459 -0.943733 3.734813  0.13
H18 2.637933 0.968219 1.800722  0.10
H19 0.015972 -2.359677 1.824486  0.13

Atoms 1-6, force components in eV/Å:
Mn -2.0251 -0.4005 0.9333
H -0.3774 0.3973 -0.8553
H 0.4007 -0.3044 0.9747
P 1.0617 0.8427 -0.7812
C -0.6728 0.1404 -0.7894
H 0.3001 0.0520 -0.2130